Model A:
Here is a 2-piece molecular cluster, C7H8OS overall from OMol25. Energies are from ωB97M-V/def2-TZVPD.

Results
HOMO level = -8.55 eV
Lowest unoccupied orbital energy = 0.70 eV

The geometry in XYZ format:
```
17
Properties=species:S:1:pos:R:3:lowdin_charge:R:1
S -2.37 -1.40 -0.25 0.847
O 0.55 -2.54 -3.44 0.002
C -0.49 -1.25 -0.22 -0.495
C 1.14 2.01 0.40 -0.046
C -1.27 -0.99 1.02 -0.572
C 0.35 -0.16 -0.39 -0.144
C 0.30 0.79 0.49 -0.319
C 1.54 -2.33 -2.86 0.037
C -0.95 0.61 1.31 -0.081
H 0.70 2.85 -0.15 0.092
H -0.07 -2.19 -0.43 0.072
H 1.00 -0.13 -1.33 0.125
H 1.59 2.26 1.33 0.069
H -0.99 1.06 2.28 0.089
H 1.99 1.77 -0.26 0.081
H -1.35 -1.70 1.81 0.089
H -1.67 1.35 0.72 0.156
```



Model B:
Here is one molecule with the formula C7H8OS from OMol25. Energies are from ωB97M-V/def2-TZVPD.

Results
HOMO level = -7.19 eV
Lowest unoccupied orbital energy = 0.41 eV

The geometry in XYZ format:
```
17
Properties=species:S:1:pos:R:3:lowdin_charge:R:1
S -0.89 0.94 -0.91 1.066
O 3.04 -1.31 0.11 0.198
C -0.96 0.16 0.76 -0.445
C -1.93 -1.64 -0.72 -0.182
C -0.74 -0.80 -0.33 -0.461
C 1.99 0.77 -0.68 -0.120
C 2.52 -0.34 -0.28 -0.191
C 0.80 1.38 -0.08 -0.430
C 0.32 0.81 1.26 -0.194
H -2.02 -1.68 -1.81 0.062
H -1.74 -2.65 -0.37 0.068
H 0.12 1.60 1.99 0.113
H 0.84 2.47 -0.11 0.106
H -1.88 0.26 1.35 0.118
H -2.89 -1.31 -0.30 0.062
H 1.01 0.10 1.70 0.114
H 2.40 1.24 -1.57 0.117
```



Pick model A: it beats the second-best structure by 1.584 eV.



Model A:
Here is C2H5N4 as an isolated structure from OMol25. Energies are from ωB97M-V/def2-TZVPD.

Results
Net charge = +1
HOMO level (alpha / beta) = -14.66 / -15.16 eV
Lowest unoccupied orbital energy (alpha / beta) = -7.19 / -5.11 eV

The geometry in XYZ format:
```
11
Properties=species:S:1:pos:R:3:lowdin_charge:R:1
N -1.28 -1.66 -0.02 0.177
N -0.85 0.88 -0.69 0.244
N 0.04 0.17 -0.01 -0.079
N 0.01 1.96 -0.62 0.101
C -0.07 -1.21 0.33 -0.304
C 0.91 1.25 0.05 0.100
H -1.51 -2.62 0.22 0.092
H 0.22 -1.35 1.41 0.164
H 1.87 1.44 0.49 0.156
H 0.76 -1.77 -0.17 0.166
H -0.10 2.90 -0.99 0.184
```



Model B:
Here is a 2-piece molecular cluster, C2H5N4 overall from OMol25. Energies are from ωB97M-V/def2-TZVPD.

Results
Net charge = +1
HOMO level = -13.93 eV
Lowest unoccupied orbital energy = -5.19 eV

The geometry in XYZ format:
```
11
Properties=species:S:1:pos:R:3:lowdin_charge:R:1
N -0.69 -1.30 0.04 -0.044
N 1.38 0.97 -0.08 0.252
N -3.41 1.05 0.30 0.228
N 0.44 -1.60 -0.26 0.041
C -1.45 -0.48 0.40 -0.003
C -2.54 0.31 0.28 -0.191
H 2.25 1.28 -0.40 0.105
H 0.56 1.12 -0.75 0.174
H 1.52 -0.15 -0.10 0.149
H 0.79 -2.57 -0.27 0.131
H 1.16 1.37 0.85 0.158
```



Pick model B: it beats the second-best structure by 2.309 eV.



Model A:
Here is a 2-piece molecular cluster, C6H15O3PS overall from OMol25. Energies are from ωB97M-V/def2-TZVPD.

Results
HOMO level (alpha / beta) = -8.12 / -7.93 eV
Lowest unoccupied orbital energy (alpha / beta) = -0.30 / -0.42 eV

The geometry in XYZ format:
```
26
Properties=species:S:1:pos:R:3:lowdin_charge:R:1
S 3.25 0.99 -0.21 0.779
P -0.10 0.31 0.14 0.771
O 3.72 -0.17 0.46 -0.568
O -0.47 -1.30 0.17 -0.351
O -1.43 1.03 -0.30 -0.382
C 0.66 0.55 -1.44 -0.149
C -2.64 0.92 0.55 -0.258
C 1.05 -2.96 -0.72 -0.075
C 2.60 2.17 1.07 -0.360
C -3.81 1.25 -0.48 -0.058
C 0.43 -2.31 0.57 -0.318
H 1.82 1.55 1.49 -0.059
H 3.38 2.44 1.91 0.079
H 0.94 1.56 -1.70 0.003
H -0.06 -3.05 1.09 0.075
H 2.10 -2.59 -0.86 0.077
H 1.18 -0.28 -1.92 0.007
H -2.46 1.75 1.20 0.085
H 1.27 -1.97 1.19 0.106
H -3.58 0.35 -1.16 0.104
H 0.93 -4.12 -0.58 0.103
H 2.11 3.13 0.61 0.078
H -4.76 1.17 0.19 0.102
H -2.76 0.02 1.20 0.119
H -3.74 2.16 -0.97 0.028
H 0.37 -2.61 -1.50 0.061
```



Model B:
Here is one molecule with the formula C6H15O3PS from OMol25. Energies are from ωB97M-V/def2-TZVPD.

Results
HOMO level = -8.44 eV
Lowest unoccupied orbital energy = 0.25 eV
SMILES string = CCO[P@@](C)(=O)C=S(C)(C)=O

The geometry in XYZ format:
```
26
Properties=species:S:1:pos:R:3:lowdin_charge:R:1
S -1.03 1.28 -0.33 0.819
P -0.33 -1.55 -0.13 0.453
O 0.18 1.72 -1.05 -0.413
O 0.56 -0.52 0.77 -0.362
O -0.38 -2.79 0.69 -0.323
C -1.25 2.03 1.35 -0.113
C 1.54 -1.15 1.61 -0.266
C 0.49 -1.56 -1.71 -0.153
C -1.68 -0.52 -0.55 -0.303
C 2.86 -0.94 0.87 -0.064
C -2.12 2.12 -1.50 -0.161
H 0.05 -2.25 -2.34 0.026
H 2.72 -1.28 -0.14 0.043
H -2.32 2.03 1.58 0.073
H 1.26 -2.19 1.74 0.083
H 3.54 -1.62 1.37 0.068
H -0.93 3.00 1.10 0.035
H 3.26 0.09 0.86 0.090
H 1.47 -0.71 2.67 0.136
H -3.12 2.04 -1.22 0.036
H -2.44 -0.51 0.13 -0.034
H 1.57 -1.84 -1.60 0.065
H -1.92 1.37 -2.33 0.088
H -1.61 3.01 -1.75 0.057
H -0.67 1.35 2.01 0.078
H 0.28 -0.58 -2.12 0.042
```



Pick model B: it beats the second-best structure by 1.155 eV.



Model A:
Here is a 4-piece molecular cluster, C24H20N4O8 overall from OMol25. Energies are from ωB97M-V/def2-TZVPD.

Results
HOMO level = -9.65 eV
Lowest unoccupied orbital energy = -0.79 eV
SMILES string = O=[N+]([O-])c1ccccc1.O=[N+]([O-])c1ccccc1.O=[N+]([O-])c1ccccc1.O=[N+]([O-])c1ccccc1

The geometry in XYZ format:
```
56
Properties=species:S:1:pos:R:3:lowdin_charge:R:1
O 2.65 1.30 4.99 0.089
O 5.43 3.59 2.19 0.076
O -8.28 -1.16 -3.79 0.081
O 0.49 1.55 -2.09 0.083
O 3.54 1.12 3.03 0.081
O 6.27 5.53 1.72 0.069
O 1.55 1.76 -0.22 0.087
O -8.40 -2.93 -5.01 0.084
N -7.86 -2.23 -4.18 -0.355
N 2.92 0.68 3.98 -0.344
N 5.60 4.55 1.45 -0.348
N 0.61 1.36 -0.89 -0.340
C 3.80 4.48 -2.37 -0.067
C -2.30 -1.07 0.96 -0.063
C -1.66 0.43 -0.82 0.002
C 4.94 4.52 0.13 -0.143
C -0.43 0.61 -0.22 -0.145
C 3.87 3.32 -1.61 -0.075
C -1.00 -1.03 1.45 -0.054
C 2.32 -2.77 2.68 -0.067
C -4.65 -4.08 -3.79 -0.063
C -0.10 -0.13 0.91 0.004
C 4.38 3.34 -0.32 -0.002
C -6.19 -2.24 -2.38 0.000
C 4.36 5.65 -1.88 -0.071
C -5.86 -3.64 -4.32 -0.001
C -6.61 -2.73 -3.61 -0.151
C 4.91 5.69 -0.61 -0.010
C 1.41 -2.60 4.90 -0.067
C 2.72 -1.45 2.75 -0.032
C 1.63 -3.33 3.76 -0.079
C -2.61 -0.36 -0.20 -0.070
C -4.18 -3.56 -2.59 -0.065
C -5.00 -2.70 -1.85 -0.075
C 1.83 -1.27 4.99 0.005
C 2.46 -0.72 3.90 -0.151
H 0.93 -0.12 1.24 0.101
H 1.26 -4.34 3.61 0.107
H 0.95 -3.10 5.75 0.109
H -1.87 0.88 -1.78 0.123
H -6.83 -1.53 -1.88 0.121
H 5.33 6.63 -0.27 0.117
H 4.36 2.43 0.25 0.115
H 1.61 -0.68 5.87 0.121
H -3.16 -3.74 -2.28 0.109
H 3.33 -0.98 1.99 0.122
H 2.61 -3.36 1.82 0.110
H 3.40 2.42 -1.98 0.093
H -3.07 -1.65 1.45 0.108
H -0.65 -1.71 2.21 0.102
H 4.41 6.52 -2.52 0.105
H -6.19 -4.07 -5.26 0.121
H -3.58 -0.43 -0.66 0.091
H -4.67 -2.36 -0.88 0.087
H 3.35 4.46 -3.35 0.106
H -4.05 -4.75 -4.39 0.108
```



Model B:
Here is a 4-piece molecular cluster, C24H20N4O8 overall from OMol25. Energies are from ωB97M-V/def2-TZVPD.

Results
HOMO level = -9.61 eV
Lowest unoccupied orbital energy = -0.77 eV
SMILES string = O=[N+]([O-])c1ccccc1.O=[N+]([O-])c1ccccc1.O=[N+]([O-])c1ccccc1.O=[N+]([O-])c1ccccc1

The geometry in XYZ format:
```
56
Properties=species:S:1:pos:R:3:lowdin_charge:R:1
O -3.89 2.70 3.92 0.108
O 3.54 1.24 -2.16 0.042
O -5.14 4.27 4.68 0.061
O 0.50 -7.20 -1.50 0.110
O 3.33 3.34 -2.26 0.029
O -0.32 -2.69 -5.11 0.101
O -0.89 -6.39 0.02 0.051
O 1.56 -2.23 -4.24 0.057
N -4.26 3.43 4.78 -0.369
N 0.23 -6.61 -0.48 -0.324
N 2.82 2.22 -1.93 -0.292
N 0.61 -1.95 -4.98 -0.367
C 1.92 0.96 -6.81 -0.076
C -0.55 -0.17 -6.20 0.013
C 0.77 1.53 -7.31 -0.067
C 2.17 -4.33 1.93 -0.059
C 3.44 -4.68 0.03 -0.055
C 0.49 2.96 -1.37 0.000
C -0.41 0.96 -6.96 -0.096
C 1.08 0.67 -0.93 -0.011
C -2.00 2.55 7.82 -0.052
C -0.79 2.56 -1.00 -0.063
C 3.28 -4.06 1.21 -0.119
C 2.45 -5.56 -0.50 -0.017
C -2.46 3.39 8.79 -0.106
C -1.19 1.24 -0.68 -0.056
C -3.62 3.53 6.15 -0.124
C 1.30 -5.80 0.12 -0.175
C -3.42 4.40 8.48 -0.053
C 1.11 -5.10 1.34 0.033
C -4.00 4.47 7.17 0.004
C 1.45 1.93 -1.42 -0.110
C -2.61 2.62 6.46 0.026
C 1.85 -0.12 -6.00 -0.007
C -0.19 0.36 -0.61 -0.116
C 0.62 -0.71 -5.68 -0.149
H -2.34 1.91 5.69 0.103
H 2.83 -0.52 -5.79 0.127
H -3.44 5.27 9.12 0.099
H 0.77 2.47 -7.85 0.114
H -1.31 1.46 -7.30 0.111
H 4.03 -3.42 1.66 0.115
H 2.09 -3.90 2.91 0.104
H -4.74 5.24 7.01 0.103
H 2.89 1.41 -6.94 0.115
H -2.00 3.54 9.75 0.102
H -1.51 3.36 -1.02 0.102
H 0.12 -5.23 1.75 0.105
H 0.65 3.97 -1.70 0.118
H -1.54 -0.57 -6.04 0.125
H 4.25 -4.65 -0.68 0.109
H -2.21 0.92 -0.51 0.116
H 2.58 -6.00 -1.48 0.122
H -0.46 -0.67 -0.43 0.119
H 1.74 -0.19 -0.97 0.121
H -1.19 1.89 8.07 0.098
```



Pick model A: it beats the second-best structure by 2.727 eV.